ORCA calculation (ωB97M-V/def2-TZVPD) on an isolated ion of composition C6H13O and charge -1 at a distorted geometry.

Computed properties:
Charge   -1
Energy above the lowest of the compared OMol25 structures with the same formula, charge and spin   164.9 kJ/mol
SMILES string   CCCCCC[O-]
Kohn-Sham gap   0.222 Eh
E_LUMO   4.0 eV

Cartesian coordinates (Å):
C -0.39683 1.21887 -1.93904
C 0.93698 1.54219 -1.23928
C 1.58378 0.32081 -0.64364
C 0.81291 -0.72167 0.24764
C 0.06901 -0.12513 1.41930
C -1.22727 -0.97321 1.69216
O -1.81854 -1.41611 0.55731
H -0.99271 2.13087 -2.27511
H -0.50815 0.33334 -2.73329
H -1.10258 0.82968 -1.15693
H 1.61730 2.05586 -1.95693
H 0.85510 2.31056 -0.48606
H 2.52535 0.67070 -0.22322
H 1.84027 -0.47587 -1.37082
H 1.48490 -1.37508 0.54529
H 0.19793 -1.12233 -0.51293
H 0.81693 -0.22118 2.35207
H 0.03796 0.97175 1.33010
H -0.97207 -1.86837 2.29541
H -1.92344 -0.48225 2.51113

ORCA calculation (ωB97M-V/def2-TZVPD) on an isolated molecule of F3NO3S2 at a distorted geometry.

Computed properties:
Energy above the lowest of the compared OMol25 structures with the same formula, charge and spin   285.5 kJ/mol
Kohn-Sham gap   0.400 Eh
E_LUMO   -1.2 eV

Cartesian coordinates (Å):
N 2.45088 1.08526 0.44510
O 0.37549 0.33978 -1.05645
O -1.70147 -1.06961 -0.96851
O -0.19053 -0.21234 1.02073
F -1.49934 1.41306 -0.37981
F 1.62475 -1.39529 -0.01552
F -2.44359 -0.00306 0.97717
S 1.35866 0.23370 0.06115
S -1.21157 -0.12235 -0.06888

ORCA calculation (ωB97M-V/def2-TZVPD) on a 2-piece molecular cluster, C6H14O overall.

Computed properties:
Energy above the lowest of the compared OMol25 structures with the same formula, charge and spin   386.3 kJ/mol
Kohn-Sham gap   0.316 Eh
E_LUMO   0.5 eV

Cartesian coordinates (Å):
C 0.38842 1.33288 -2.05248
C 1.44242 0.29575 -1.94036
C 0.98837 -1.02719 -2.41771
C 0.56077 -0.74239 1.05218
C -0.59642 0.19155 1.36411
C -1.48246 -0.33894 2.48522
O -0.01623 1.44361 1.70971
H 0.78753 2.24088 -2.52474
H 0.20894 1.63944 -1.00557
H -0.57467 1.04898 -2.51558
H 1.25912 -0.26821 0.35118
H 1.37902 -0.99867 -3.45435
H -0.09856 -1.20851 -2.48719
H 1.50224 -1.86709 -1.93898
H 1.11831 -0.97713 1.96570
H 0.19652 -1.67735 0.61223
H -1.21379 0.31187 0.45651
H -0.88876 -0.50144 3.39084
H -1.95057 -1.28747 2.20088
H -2.28750 0.36749 2.72445
H -0.72270 2.02195 2.02395

ORCA calculation (ωB97M-V/def2-TZVPD) on C36H46N8OReS as an isolated structure.

Computed properties:
⟨S²⟩   0.763
Charge   +2
Energy above the lowest of the compared OMol25 structures with the same formula, charge and spin   0.0 kJ/mol
Kohn-Sham gap (spin up / spin down)   0.254 / 0.240 Eh
Spin multiplicity   2
E_LUMO (spin up / spin down)   -5.6 / -6.4 eV

Cartesian coordinates (Å):
Re 1.82762 1.59215 0.54779
C 4.21039 4.18650 -1.32627
C 4.75435 2.93641 -0.63128
C 4.31668 1.63901 -1.29765
N 3.10783 0.95792 -0.77442
C 2.88980 -0.31849 -1.32055
C 3.50881 -0.71446 -2.48377
C 3.44654 -1.92017 -3.20751
C 2.79946 -3.08313 -2.90578
C 2.01259 -3.32844 -1.77000
C 1.66132 -2.47884 -0.75611
C 1.96062 -1.10815 -0.54098
N 1.44671 -0.43105 0.48017
C 0.73426 -1.15250 1.53194
C 0.51311 -0.29054 2.75864
C 1.78230 0.36118 3.28563
N 2.15314 1.50958 2.44212
C 2.75495 2.60772 3.05293
C 3.42742 2.47454 4.24314
C 4.04162 3.43440 5.06804
C 3.99958 4.79503 4.96894
C 3.34081 5.53835 3.97530
C 2.75368 5.12025 2.81324
C 2.62679 3.81636 2.25893
N 2.27267 3.59116 0.99635
C 2.15542 4.70736 0.05221
C 2.69211 4.34913 -1.32252
H 4.66350 5.07421 -0.87606
H 4.56004 4.16783 -2.36162
H 5.84269 2.96543 -0.71109
H 4.54077 2.92163 0.43706
H 4.15686 1.85719 -2.35786
H 5.13182 0.91447 -1.23733
H 4.15014 0.01679 -2.95021
H 4.01842 -1.91609 -4.12767
H 2.90701 -3.90428 -3.60270
H 1.58878 -4.32293 -1.69860
H 1.01703 -2.92226 -0.01041
H -0.23587 -1.48973 1.15572
H 1.31417 -2.03254 1.82816
H -0.22994 0.48665 2.55408
H 0.09272 -0.92865 3.53721
H 1.59544 0.72170 4.29726
H 2.60072 -0.36429 3.33408
H 3.53336 1.45883 4.60188
H 4.57648 3.02577 5.91673
H 4.48794 5.36423 5.74938
H 3.31636 6.60937 4.14047
H 2.31882 5.91136 2.21993
H 1.10776 5.02296 -0.00019
H 2.72673 5.56771 0.40038
H 2.20809 3.44520 -1.70722
H 2.41777 5.15889 -2.00231
C -2.89369 2.60949 -2.00478
N -1.82296 3.33568 -1.29867
C -1.92090 4.80465 -1.25244
C -0.82714 2.74272 -0.75168
N 0.11200 2.26647 -0.24931
H -3.83070 2.75368 -1.46972
H -2.66208 1.54995 -2.04499
H -2.97386 3.01991 -3.01000
H -2.87617 5.07723 -0.80774
H -1.86033 5.19952 -2.26521
H -1.11324 5.21024 -0.65037
C -6.74787 -3.52262 -1.29479
C -6.33176 -2.52258 -0.21980
C -5.11361 -1.68745 -0.58949
N -3.97086 -2.56172 -0.83532
C -2.70837 -2.18623 -0.85194
S -2.18729 -0.59613 -0.64686
N -1.72738 -3.14238 -1.06813
C -1.74294 -4.51907 -1.35092
O -0.78598 -4.97461 -1.93424
C -2.87469 -5.36417 -0.88759
C -3.37619 -5.26656 0.40964
C -4.39021 -6.11667 0.81965
C -4.91167 -7.05179 -0.06689
C -4.40727 -7.15414 -1.35636
C -3.37698 -6.32198 -1.76482
H -7.68396 -4.00838 -1.02327
H -6.01466 -4.32259 -1.43442
H -6.89427 -3.02953 -2.25767
H -6.13667 -3.04317 0.72192
H -7.15202 -1.83005 -0.02605
H -4.85166 -0.99698 0.21150
H -5.30640 -1.09328 -1.48704
H -4.18226 -3.53785 -0.98482
H -0.84660 -2.72117 -1.32943
H -2.96569 -4.53667 1.09756
H -4.77030 -6.05668 1.83067
H -5.70785 -7.71064 0.25353
H -4.80854 -7.89045 -2.03939
H -2.95517 -6.40471 -2.75788

ORCA calculation (ωB97M-V/def2-TZVPD) on a 2-piece molecular cluster, C15H29N4O6 overall at a distorted geometry.

Computed properties:
Charge   +1
Energy above the lowest of the compared OMol25 structures with the same formula, charge and spin   0.0 kJ/mol
Kohn-Sham gap   0.332 Eh
E_LUMO   -2.4 eV

Cartesian coordinates (Å):
O 0.12042 -5.42322 -2.40985
O 0.62325 0.33076 0.51027
O 2.97312 4.01285 0.42237
O -1.37217 -4.04832 2.13297
O 2.11976 2.68935 -1.19865
O -0.81723 7.05714 -0.14117
C -0.93048 -5.49155 -1.78545
C 1.20965 -0.58782 -0.04229
C 2.00437 3.54002 -0.14489
C -0.28108 -4.38740 1.68213
N 1.89481 -0.32559 -1.13285
N 0.72356 -4.81512 2.45760
N -1.08630 -4.96548 -0.57274
C -2.12915 -6.19245 -2.37821
C 0.63151 -4.95964 3.90984
C 1.14687 -2.02486 0.45795
C 0.58968 5.41053 0.89790
C -0.83456 5.92445 0.73546
C 0.08645 -2.83462 -0.30248
C -0.25399 4.48288 -1.90591
C -1.04005 2.51851 -0.71781
C -1.58749 4.75655 0.09770
C 0.59801 3.96314 0.37171
C -0.01735 -4.29618 0.17203
N -0.56547 3.91457 -0.56835
H 3.08274 2.61085 -1.32553
H -1.59186 7.63791 -0.01119
H 2.36619 -1.06367 -1.62793
H 1.89171 0.63090 -1.44031
H 1.58530 -5.08829 2.01169
H -1.98354 -5.04803 -0.11762
H -2.48416 -6.95220 -1.68408
H -2.91598 -5.46505 -2.56749
H -1.83394 -6.66558 -3.31372
H 1.54942 -5.39486 4.30796
H -0.20830 -5.61031 4.16329
H 0.46719 -3.98375 4.37076
H 0.90786 -2.00205 1.52128
H 2.12151 -2.49511 0.32720
H 0.90523 5.43738 1.94578
H 1.28133 6.04129 0.32700
H -1.27170 6.19184 1.70541
H 0.33184 -2.82319 -1.36593
H -0.88212 -2.34837 -0.17171
H 0.50462 3.88409 -2.42167
H -1.14883 4.51124 -2.53714
H 0.12565 5.50756 -1.81251
H -0.28364 1.90486 -1.22097
H -1.23068 2.05793 0.25894
H -1.96309 2.47207 -1.30535
H -2.10404 4.18705 0.87962
H -2.34152 5.12540 -0.60644
H 0.38815 3.28652 1.20822
H 0.92853 -4.79495 -0.04485

ORCA calculation (ωB97M-V/def2-TZVPD) on a 5-piece molecular cluster, C42H87Cl2I2NO14P overall at a distorted geometry.

Computed properties:
Charge   +1
Energy above the lowest of the compared OMol25 structures with the same formula, charge and spin   0.0 kJ/mol
Kohn-Sham gap   0.250 Eh
E_LUMO   -3.4 eV

Cartesian coordinates (Å):
C 1.28446 -11.58499 1.46011
C 0.87405 -10.12501 1.40044
O 1.94775 -9.21767 1.07982
P 2.70560 -9.41696 -0.32569
O 3.89814 -10.23490 -0.14486
C 3.12701 -7.72323 -0.88100
C 2.80833 -6.69368 0.19312
C 3.20733 -5.24009 -0.17779
C 2.08688 -4.24829 -0.42638
C 1.15639 -4.53045 -1.62317
I 2.21258 -4.84890 -3.46454
C 0.16689 -5.67602 -1.42863
C -0.92239 -5.68053 -2.54544
C 2.79376 -2.88502 -0.76025
C 2.08970 -1.68643 -0.10549
C 3.24095 -0.76096 0.33836
C 2.79449 0.45096 1.17542
C 3.35168 1.78139 0.64872
C 2.40612 2.95729 0.93015
C 2.05888 3.62615 -0.39066
O 1.42710 4.88694 -0.16826
C 0.06200 4.83660 -0.13471
C -0.66668 4.46888 -1.39318
O -0.53621 5.12144 0.88867
C 1.19903 -0.83982 -0.99588
C -0.25663 -1.29597 -1.29227
C -0.51848 -1.49463 -2.79791
I -1.56073 0.30950 -0.60462
N 1.48881 -2.37374 1.10740
C 0.46714 -1.68425 1.97541
C -0.71629 -2.57591 2.38176
O -0.72685 -3.15370 3.46537
Cl -2.09013 -2.74225 1.28982
C 1.26122 -3.83520 0.83358
Cl 1.79763 -4.62577 2.33297
O 1.73701 -10.10995 -1.38381
C 0.55628 -9.37051 -1.78447
C -0.62747 -10.33071 -1.89549
H 1.14138 -12.06626 0.50365
H 0.60276 -12.07242 2.14738
H 2.29510 -11.70065 1.81659
H 0.54889 -9.84069 2.39165
H 0.01090 -9.97701 0.76387
H 2.62276 -7.53840 -1.82535
H 4.18580 -7.79106 -1.08409
H 3.39831 -6.96282 1.05892
H 1.78133 -6.74589 0.52438
H 3.84463 -5.29200 -1.04996
H 3.84227 -4.86616 0.61239
H 0.57006 -3.63384 -1.78178
H 0.68742 -6.61522 -1.51255
H -0.34492 -5.61698 -0.47208
H -1.88248 -5.86495 -2.08762
H -0.67676 -6.44129 -3.26944
H -0.92158 -4.72542 -3.05268
H 3.82046 -2.97338 -0.43386
H 2.89322 -2.65143 -1.81393
H 3.74431 -0.38801 -0.54155
H 3.95241 -1.33436 0.92178
H 3.05263 0.34830 2.22331
H 1.71661 0.56243 1.15824
H 4.32644 1.96621 1.07480
H 3.39863 1.69467 -0.43149
H 1.48534 2.62525 1.40158
H 2.85673 3.70760 1.56222
H 2.98641 3.82905 -0.91215
H 1.43163 3.00073 -1.01846
H -0.43659 3.45213 -1.68947
H -0.38127 5.09976 -2.22596
H -1.72556 4.58251 -1.24823
H 1.70804 -0.80389 -1.94936
H 1.15960 0.17742 -0.64214
H -0.49465 -2.19400 -0.74297
H -0.94083 -2.47575 -2.96452
H 0.37454 -1.33863 -3.38654
H -1.26086 -0.80095 -3.15389
H 2.31457 -2.40807 1.70684
H 0.10465 -0.77217 1.51862
H 0.93548 -1.40454 2.90349
H 0.24090 -4.07565 0.57628
H 0.75880 -8.89647 -2.73581
H 0.32333 -8.65267 -1.00280
H -0.28053 -11.29385 -1.54379
H -0.93350 -10.44593 -2.92410
H -1.44633 -10.02156 -1.26407
C -0.44512 3.41223 -5.01540
O 0.69715 3.96602 -4.38998
C 1.69769 4.41788 -5.29235
C 1.66425 5.91950 -5.46391
O 0.47479 6.34573 -6.10493
C -0.49284 6.86923 -5.21266
H -1.21975 3.32931 -4.25323
H -0.81938 4.03242 -5.83197
H -0.21805 2.41005 -5.39775
H 1.60205 3.92160 -6.26218
H 2.66110 4.12970 -4.85980
H 2.50156 6.21636 -6.10209
H 1.78419 6.41864 -4.49703
H -0.20456 7.87200 -4.88108
H -0.62958 6.22493 -4.34020
H -1.43639 6.93712 -5.75076
C -1.94799 2.93030 5.39575
O -1.65378 4.21167 4.88281
C -2.01470 4.37030 3.51425
C -3.32411 5.10795 3.36149
O -4.41757 4.36434 3.88039
C -4.82982 4.79816 5.16751
H -1.86769 2.97866 6.48058
H -2.95883 2.60987 5.13118
H -1.22420 2.19284 5.02243
H -2.06877 3.39579 3.01525
H -1.22841 4.94850 3.03805
H -3.51475 5.26018 2.29486
H -3.26475 6.09079 3.83719
H -5.38672 5.73696 5.08949
H -3.98066 4.93081 5.84171
H -5.48866 4.03674 5.58150
C -10.85010 4.60074 6.46372
O -11.15893 5.58998 5.49870
C -10.45230 6.80440 5.69216
C -9.27392 6.92451 4.75215
O -8.27922 5.94885 5.02378
C -8.32015 4.84463 4.13758
H -11.24053 3.65169 6.10027
H -9.77218 4.50542 6.61381
H -11.32998 4.83613 7.41963
H -10.12090 6.89813 6.73047
H -11.14997 7.62170 5.48558
H -8.81099 7.90606 4.89299
H -9.60815 6.85515 3.71288
H -7.90644 5.12712 3.16332
H -9.33575 4.46544 4.00396
H -7.70334 4.05436 4.56109
C 5.16050 1.62289 -2.84574
O 6.23158 2.19746 -2.12610
C 7.16329 2.87098 -2.96801
C 6.95108 4.36795 -2.95678
O 5.69587 4.71295 -3.52257
C 4.71467 5.00507 -2.54663
H 4.38597 1.35204 -2.12607
H 4.73570 2.32232 -3.56974
H 5.48960 0.71676 -3.36806
H 7.09977 2.48781 -3.99014
H 8.16430 2.65156 -2.58704
H 7.72774 4.83745 -3.56659
H 7.03733 4.76120 -1.93997
H 4.88548 5.99714 -2.11636
H 4.70652 4.26029 -1.74625
H 3.74188 4.99795 -3.03707

ORCA calculation (ωB97M-V/def2-TZVPD) on an isolated molecule of C5H6N2O at a distorted geometry.

Computed properties:
Energy above the lowest of the compared OMol25 structures with the same formula, charge and spin   671.5 kJ/mol
SMILES string   N#C[C@@H]1OC[C@@H]2N[C@H]21
Kohn-Sham gap   0.354 Eh
E_LUMO   0.6 eV

Cartesian coordinates (Å):
N 0.63207 1.77409 3.08066
C 0.16356 1.21491 2.12756
C -0.19068 0.82924 0.74134
O -1.09436 -0.30855 0.67688
C -0.75245 -1.26039 -0.18538
C -0.15533 -0.50367 -1.21770
N 1.20126 -0.19442 -1.59319
C 0.97115 0.11010 -0.11751
H -0.70670 1.67205 0.21856
H -0.26529 -2.33259 -0.09537
H -1.86437 -1.54162 -0.60391
H -1.00622 0.31861 -1.34999
H 1.27441 0.65815 -2.08907
H 1.79294 -0.43591 0.40713

ORCA calculation (ωB97M-V/def2-TZVPD) on C4H10LuO2 as an isolated structure at a distorted geometry.

Computed properties:
Charge   +1
Energy above the lowest of the compared OMol25 structures with the same formula, charge and spin   0.0 kJ/mol
Kohn-Sham gap   0.325 Eh
E_LUMO   -4.5 eV

Cartesian coordinates (Å):
C -1.74886 0.10701 -1.27511
O -1.30268 1.22112 -0.38215
C -1.06599 0.88549 0.96210
C -0.02552 -0.21782 1.11303
O 1.02358 0.03038 0.18072
C 2.16838 -0.78846 0.36749
H -2.61680 0.50454 -1.82286
H -2.11959 -0.71969 -0.64616
H -1.99523 0.55973 1.46045
H -0.70869 1.80242 1.44963
H -0.44787 -1.21495 0.91464
H 0.37689 -0.20947 2.13674
H 2.62543 -0.57336 1.34336
H 1.89206 -1.85222 0.31220
H 2.87809 -0.54852 -0.43207
H 0.74525 0.41748 -3.77420
Lu 0.32156 0.59634 -1.90780

ORCA calculation (ωB97M-V/def2-TZVPD) on an isolated molecule of C19H25N3O5S at a distorted geometry.

Computed properties:
Energy above the lowest of the compared OMol25 structures with the same formula, charge and spin   94.1 kJ/mol
SMILES string   CCOC(=O)c1c(C)[nH]c(C)c1S(=O)(=O)N(C)CC(=O)Nc1ccccc1C
Kohn-Sham gap   0.319 Eh
E_LUMO   0.4 eV

Cartesian coordinates (Å):
C -3.59334 -3.21567 1.55314
C -3.43787 -2.94042 0.06404
O -2.94588 -1.61699 -0.15421
C -3.83623 -0.62791 -0.08994
O -5.03263 -0.79465 -0.01339
C -3.19462 0.68808 -0.16752
C -3.81813 1.85470 -0.56490
C -5.20830 2.10059 -1.01812
N -2.89328 2.84935 -0.50145
C -1.69470 2.37430 -0.05246
C -0.53089 3.28186 0.11202
C -1.84542 1.02380 0.15903
S -0.62715 -0.06815 0.83498
O -1.17284 -0.90626 1.85428
O 0.49756 0.76032 1.23313
N -0.18759 -0.99963 -0.46204
C 0.12492 -2.39184 -0.26661
C 0.42578 -0.32164 -1.57490
C 1.96125 -0.45537 -1.63110
O 2.51202 -0.90862 -2.61259
N 2.56353 -0.00910 -0.50962
C 3.93186 -0.05239 -0.19447
C 4.79233 -0.94370 -0.82577
C 6.12958 -0.99018 -0.47678
C 6.61762 -0.15224 0.50887
C 5.76180 0.73898 1.13317
C 4.41847 0.81115 0.79718
C 3.52476 1.81414 1.46336
H -2.69528 -2.89153 2.07401
H -4.44020 -2.65955 1.94721
H -3.75512 -4.27663 1.72113
H -2.69067 -3.59686 -0.38494
H -4.39652 -3.05469 -0.45422
H -5.22484 2.42575 -2.05845
H -5.78035 1.18349 -0.91906
H -5.67577 2.87460 -0.41071
H -3.07182 3.81382 -0.73552
H 0.23490 2.78107 0.69567
H -0.83180 4.19485 0.62359
H -0.11536 3.55723 -0.85856
H -0.22525 -2.96708 -1.12516
H -0.39882 -2.70857 0.63061
H 1.19966 -2.56052 -0.13817
H 0.15398 0.73382 -1.50156
H 0.02762 -0.72795 -2.51201
H 1.95707 0.38661 0.20838
H 4.40942 -1.59201 -1.59596
H 6.78688 -1.68651 -0.97545
H 7.65984 -0.18647 0.78910
H 6.14592 1.39962 1.89763
H 4.07591 2.36292 2.22292
H 3.14636 2.52770 0.73063
H 2.66598 1.33937 1.93623

ORCA calculation (ωB97M-V/def2-TZVPD) on C2H4Bi as an isolated structure at a distorted geometry.

Computed properties:
Charge   +1
Kohn-Sham gap   0.225 Eh
E_LUMO   -7.5 eV

Cartesian coordinates (Å):
C 0.05801 -0.44873 -0.42051
C -0.01070 0.72364 0.42693
H -0.29198 -1.41185 -0.00818
H 1.04144 -0.65065 -0.88517
H 0.85943 1.39323 0.30049
Bi -0.99117 0.88601 2.22254
H -0.66503 -0.49165 -1.63611